[1]
Molecular formula: C19H22FN5O
Method: DFT, wB97M-V/def2-TZVPD

Last columns: bonded neighbours and bond lengths (Å).
Cartesian coordinates (Å):
1 F 4.03 3.49 0.18  C20 1.353
2 O -0.24 -1.68 -1.39  N7 1.361, C18 1.334
3 N -0.13 1.38 1.47  C11 1.368, C25 1.372, H48 1.006
4 N 0.71 -1.31 0.54  C16 1.367, C18 1.300
5 N -0.89 1.33 -0.62  C15 1.371, C25 1.302
6 N -2.70 -0.90 0.40  C19 1.448, C23 1.455, C26 1.457
7 N 1.06 -1.34 -1.65  O2 1.361, C16 1.302
8 C -4.03 1.54 -0.33  C12 1.523, C22 1.522, H29 1.091, H44 1.091
9 C 3.88 -1.93 0.18  C10 1.498, C17 1.497, C24 1.521, H33 1.083
10 C 3.57 -3.33 -0.24  C9 1.498, C17 1.499, H37 1.079, H41 1.079
11 C 0.85 1.95 0.71  N3 1.368, C13 1.385, C15 1.416
12 C -4.35 0.21 -1.00  C8 1.523, C26 1.524, H38 1.090, H43 1.092
13 C 2.09 2.48 1.01  C11 1.385, C20 1.380, H39 1.078
14 C 2.35 2.94 -1.37  C20 1.394, C21 1.378, H28 1.078
15 C 0.35 1.92 -0.62  N5 1.371, C11 1.416, C21 1.390
16 C 1.60 -1.13 -0.49  N4 1.367, N7 1.302, C24 1.481
17 C 3.35 -2.91 1.18  C9 1.497, C10 1.499, H31 1.080, H32 1.079
18 C -0.39 -1.64 -0.07  O2 1.334, N4 1.300, C19 1.494
19 C -1.71 -1.94 0.55  N6 1.448, C18 1.494, H35 1.094, H36 1.093
20 C 2.81 2.97 -0.06  F1 1.353, C13 1.380, C14 1.394
21 C 1.11 2.41 -1.67  C14 1.378, C15 1.390, H47 1.077
22 C -3.58 1.27 1.10  C8 1.522, C23 1.537, H40 1.091, H45 1.092
23 C -2.37 0.32 1.12  N6 1.455, C22 1.537, C25 1.499, H34 1.099
24 C 3.02 -0.77 -0.30  C9 1.521, C16 1.481, H30 1.092, H46 1.093
25 C -1.14 1.02 0.62  N3 1.372, N5 1.302, C23 1.499
26 C -3.11 -0.68 -0.97  N6 1.457, C12 1.524, H27 1.098, H42 1.093
27 H -2.32 -0.20 -1.57  C26 1.098
28 H 2.99 3.34 -2.15  C14 1.078
29 H -3.23 2.04 -0.87  C8 1.091
30 H 3.40 -0.40 -1.25  C24 1.092
31 H 4.02 -3.28 1.94  C17 1.080
32 H 2.33 -2.79 1.52  C17 1.079
33 H 4.92 -1.65 0.27  C9 1.083
34 H -2.17 0.03 2.16  C23 1.099
35 H -2.11 -2.85 0.09  C19 1.094
36 H -1.54 -2.12 1.62  C19 1.093
37 H 2.71 -3.50 -0.87  C10 1.079
38 H -4.66 0.37 -2.03  C12 1.090
39 H 2.48 2.52 2.02  C13 1.078
40 H -4.39 0.79 1.65  C22 1.091
41 H 4.40 -3.99 -0.46  C10 1.079
42 H -3.34 -1.65 -1.41  C26 1.093
43 H -5.17 -0.28 -0.47  C12 1.092
44 H -4.91 2.19 -0.32  C8 1.091
45 H -3.32 2.20 1.61  C22 1.092
46 H 3.08 0.04 0.44  C24 1.093
47 H 0.74 2.38 -2.68  C21 1.077
48 H -0.08 1.18 2.45  N3 1.006

SMILES = Fc1ccc2nc([C@H]3CCCCN3Cc3nc(CC4CC4)no3)[nH]c2c1
frontier orbital gap = 9.050 eV
E_tot = -32274.9219 eV

=====

[2]
Molecular formula: C6H6N
Method: DFT, wB97M-V/def2-TZVPD

Last columns: bonded neighbours and bond lengths (Å).
Cartesian coordinates (Å):
1 N 1.55 -0.44 0.28  C4 1.469, H9 0.957, H10 1.040, H13 1.028
2 C -0.96 0.21 1.35  C3 1.418, C4 1.632, C6 1.271
3 C -1.06 -0.63 0.21  C2 1.418, C4 1.545, C5 1.508, H8 1.011
4 C 0.24 0.21 0.24  N1 1.469, C2 1.632, C3 1.545, C6 1.717, C7 1.551
5 C -1.52 0.24 -0.92  C3 1.508, C7 1.338, H12 1.063
6 C -0.05 1.01 1.74  C2 1.271, C4 1.717
7 C -0.35 0.87 -1.03  C4 1.551, C5 1.338, H11 1.018
8 H -1.13 -1.63 0.34  C3 1.011
9 H 2.15 0.11 0.79  N1 0.957
10 H 2.04 -0.67 -0.61  N1 1.040
11 H -0.10 1.60 -1.69  C7 1.018
12 H -2.41 0.49 -1.46  C5 1.063
13 H 1.61 -1.35 0.75  N1 1.028

net charge = +1
frontier orbital gap = 10.168 eV
E_tot = -7794.5063 eV

=====

[3]
Molecular formula: C3H8NOS
Method: DFT, wB97M-V/def2-TZVPD

Last columns: bonded neighbours and bond lengths (Å).
Cartesian coordinates (Å):
1 S 1.59 0.50 -1.92  C6 1.831, H8 1.341
2 O -0.88 -2.27 0.38  C4 1.203
3 N -0.91 0.22 1.29  C5 1.527, H9 1.025, H10 1.026, H14 1.019
4 C -0.54 -1.47 -0.46  O2 1.203, C5 1.502, H13 1.137
5 C -0.30 -0.04 -0.09  N3 1.527, C4 1.502, C6 1.531, H11 1.098
6 C 1.13 0.49 -0.15  S1 1.831, C5 1.531, H7 1.086, H12 1.102
7 H 1.78 -0.24 0.33  C6 1.086
8 H 1.51 1.83 -2.05  S1 1.341
9 H -1.62 -0.49 1.47  N3 1.025
10 H -0.21 0.09 2.03  N3 1.026
11 H -0.92 0.49 -0.83  C5 1.098
12 H 1.28 1.55 0.12  C6 1.102
13 H -0.64 -1.82 -1.54  C4 1.137
14 H -1.28 1.16 1.42  N3 1.019

net charge = +1
SMILES = [NH3+][C@H](C=O)CS
frontier orbital gap = 9.623 eV
E_tot = -17605.8121 eV

=====

[4]
Molecular formula: C2H5NOS
Method: DFT, wB97M-V/def2-TZVPD

Last columns: bonded neighbours and bond lengths (Å).
Cartesian coordinates (Å):
1 S -3.46 0.46 -0.06  C4 1.592
2 O -1.77 -1.56 0.03  C4 1.289, H10 1.089
3 N 0.49 -0.44 -0.10  C5 1.535, H6 1.053, H7 1.002
4 C -2.07 -0.31 0.04  S1 1.592, O2 1.289, C5 1.833
5 C -0.53 0.67 0.19  N3 1.535, C4 1.833, H8 1.101, H9 1.077
6 H 1.46 -0.32 0.30  N3 1.053
7 H 0.71 -0.44 -1.07  N3 1.002
8 H -0.43 1.34 1.05  C5 1.101
9 H -0.75 1.16 -0.74  C5 1.077
10 H -0.71 -1.62 0.28  O2 1.089

SMILES = NCC(O)=S
frontier orbital gap = 8.888 eV
E_tot = -16526.3082 eV

=====

[5]
Molecular formula: C2H5N
Method: DFT, wB97M-V/def2-TZVPD

Last columns: bonded neighbours and bond lengths (Å).
Cartesian coordinates (Å):
1 N -0.18 -0.99 -0.10  C2 1.454, C3 1.481, H4 1.015
2 C 0.59 0.16 -0.56  N1 1.454, C3 1.519, H5 1.128, H8 1.109
3 C -0.57 0.35 0.40  N1 1.481, C2 1.519, H6 1.077, H7 1.118
4 H 0.16 -1.57 0.65  N1 1.015
5 H 1.69 0.26 -0.31  C2 1.128
6 H -1.51 0.75 0.05  C3 1.077
7 H -0.49 0.67 1.47  C3 1.118
8 H 0.31 0.39 -1.60  C2 1.109

SMILES = C1CN1
frontier orbital gap = 10.624 eV
E_tot = -3643.4890 eV

=====

[6]
Molecular formula: C7H26O8
Method: DFT, wB97M-V/def2-TZVPD

Last columns: bonded neighbours and bond lengths (Å).
Cartesian coordinates (Å):
1 O 3.34 0.55 -3.70  H19 0.952, H30 0.954
2 O 3.08 -3.11 0.17  H37 0.953, H40 0.951
3 O -1.82 1.46 4.33  H36 0.961, H38 0.967
4 O -1.55 -1.15 3.21  H29 0.964, H33 0.973
5 O 4.05 -1.08 1.74  H16 0.958, H21 0.959
6 O -4.65 -1.82 -1.09  H17 0.959, H31 0.960
7 O -1.98 -3.53 -1.80  H18 0.952, H32 0.953
8 O 2.16 1.06 0.32  C11 1.458, H23 0.961
9 C -0.63 2.14 -1.38  C10 1.466, C13 1.339, H28 1.100
10 C 0.51 1.48 -2.02  C9 1.466, C15 1.578, H34 1.089, H41 1.103
11 C 2.07 0.00 -0.67  O8 1.458, C15 1.483, H20 1.079, H26 1.134
12 C -2.45 2.52 0.15  C13 1.460, C14 1.338, H35 1.081
13 C -1.15 1.93 -0.16  C9 1.339, C12 1.460, H22 1.079
14 C -3.14 2.11 1.22  C12 1.338, H25 1.084, H27 1.077
15 C 0.83 0.03 -1.48  C10 1.578, C11 1.483, H24 1.103, H39 1.096
16 H 3.96 -0.14 1.87  O5 0.958
17 H -4.55 -1.57 -0.17  O6 0.959
18 H -1.06 -3.41 -1.57  O7 0.952
19 H 4.14 0.58 -3.19  O1 0.952
20 H 2.97 0.21 -1.22  C11 1.079
21 H 4.83 -1.31 2.25  O5 0.959
22 H -0.82 1.16 0.51  C13 1.079
23 H 1.29 1.04 0.74  O8 0.961
24 H 0.97 -0.50 -2.43  C15 1.103
25 H -4.03 2.60 1.60  C14 1.084
26 H 2.43 -0.94 -0.14  C11 1.134
27 H -2.72 1.26 1.73  C14 1.077
28 H -0.98 3.03 -1.93  C9 1.100
29 H -0.59 -1.19 3.30  O4 0.964
30 H 3.15 1.26 -4.32  O1 0.954
31 H -4.32 -2.72 -1.08  O6 0.960
32 H -2.16 -2.92 -2.51  O7 0.953
33 H -2.09 -1.39 3.99  O4 0.973
34 H 1.42 2.02 -1.77  C10 1.089
35 H -2.75 3.36 -0.46  C12 1.081
36 H -1.11 1.97 4.73  O3 0.961
37 H 2.51 -2.94 0.92  O2 0.953
38 H -2.00 1.99 3.55  O3 0.967
39 H -0.01 -0.50 -1.01  C15 1.096
40 H 3.82 -2.55 -0.05  O2 0.951
41 H 0.47 1.38 -3.11  C10 1.103

SMILES = C=C/C=C/CCCO.O.O.O.O.O.O.O
frontier orbital gap = 8.743 eV
E_tot = -24057.9909 eV

=====

Calculated energy above the lowest of the compared OMol25 structures with the same formula, charge and spin (eV), listed in the same order as above: 0.0405, 5.2365, 0.6200, 2.0732, 1.0251, 3.3802